ORCA calculation (the ωB97M-V functional and the def2-TZVPD basis) on C28H64F6N5O6S2 as an isolated structure.

The value obtained for the frontier orbital gap is 9.716 eV. The value obtained for the energy above the lowest of the compared OMol25 structures with the same formula, charge and spin is 0.00 kJ/mol.

ORCA input file:
```
! wB97M-V def2-TZVPD RIJCOSX def2/J DEFGRID3
* xyz 3 1
C 0.043 -6.844 1.047
C 0.475 -5.503 1.560
C 1.022 -4.510 0.532
O 2.106 -5.193 -0.029
C 2.866 -4.472 -0.954
N -0.664 -4.878 2.383
H -1.527 -4.854 1.840
H -0.879 -5.487 3.175
H -0.432 -3.932 2.730
H -0.587 -6.798 0.151
H -0.444 -7.469 1.790
H 0.950 -7.261 0.603
H 1.291 -5.573 2.278
H 1.420 -3.584 0.967
H 0.238 -4.144 -0.148
H 3.094 -3.436 -0.670
H 2.407 -4.349 -1.943
H 3.814 -4.983 -1.099
C -2.911 -2.264 -3.961
C -3.558 -2.266 -5.363
C -3.130 -1.108 -6.251
O -1.741 -1.134 -6.462
C -1.270 -0.163 -7.421
N -3.177 -3.577 -5.993
H -2.184 -3.492 -6.268
H -3.101 -4.417 -5.411
H -3.681 -3.760 -6.865
H -3.519 -3.019 -3.452
H -3.126 -1.367 -3.383
H -1.842 -2.447 -3.897
H -4.642 -2.251 -5.283
H -3.364 -0.199 -5.689
H -3.621 -1.128 -7.231
H -0.183 -0.123 -7.386
H -1.498 0.814 -6.989
H -1.654 -0.425 -8.401
C -2.474 5.982 6.716
C -1.832 4.769 6.007
C -2.487 4.562 4.637
N -2.053 3.346 3.879
C -2.800 3.170 2.573
C -2.376 4.191 1.491
C -0.862 4.091 1.297
C -0.086 4.337 2.602
C -0.561 3.322 3.621
C -2.306 2.090 4.673
H -2.109 6.968 6.442
H -2.209 5.872 7.767
H -3.549 5.884 6.575
H -2.061 3.819 6.495
H -0.747 4.860 5.968
H -2.259 5.444 4.030
H -3.574 4.621 4.715
H -3.844 3.290 2.854
H -2.555 2.182 2.189
H -2.630 5.170 1.904
H -2.972 4.017 0.599
H -0.593 4.796 0.505
H -0.698 3.116 0.827
H -0.160 5.393 2.874
H 0.981 4.254 2.390
H -0.024 3.406 4.563
H -0.364 2.329 3.215
H -2.032 1.169 4.157
H -3.371 2.079 4.889
H -1.649 2.049 5.538
C 0.786 -0.240 -4.546
C 1.317 0.017 -3.142
C 2.537 0.957 -3.111
N 2.880 1.526 -1.736
C 4.184 2.322 -1.852
C 5.451 1.470 -1.988
C 5.486 0.446 -0.831
C 4.213 -0.395 -0.832
C 2.993 0.506 -0.611
C 1.838 2.501 -1.247
H 1.623 -0.336 -5.249
H 0.065 0.507 -4.864
H 0.403 -1.258 -4.629
H 1.582 -0.943 -2.700
H 0.494 0.480 -2.595
H 2.375 1.813 -3.767
H 3.486 0.522 -3.415
H 4.134 3.010 -2.695
H 4.157 2.892 -0.925
H 5.681 1.165 -3.006
H 6.222 2.200 -1.722
H 6.390 -0.163 -0.897
H 5.739 1.044 0.049
H 4.218 -0.896 -1.799
H 4.329 -1.051 0.031
H 2.097 -0.098 -0.504
H 3.176 1.156 0.243
H 0.900 1.964 -1.124
H 1.649 3.223 -2.042
H 2.195 2.963 -0.335
C -2.525 -1.111 0.969
F -2.829 -2.276 0.373
F -2.993 -0.123 0.232
F -3.078 -1.126 2.156
S -0.627 -0.959 1.062
O -0.093 -1.544 -0.151
O -0.399 0.471 1.245
N -0.374 -1.877 2.455
S 0.730 -1.162 3.348
O 1.979 -0.944 2.689
O 0.265 -0.094 4.216
C 1.077 -2.624 4.497
F -0.007 -3.056 5.110
F 1.569 -3.634 3.771
F 1.965 -2.230 5.363
*
```

Mulliken population analysis, charges in e, atoms 1 to 2:
1. C -1.545
2. C 0.244

---

ORCA calculation (the ωB97M-V functional and the def2-TZVPD basis) on a 12-piece molecular cluster, C28H64N4O8S8 overall.

The value obtained for the frontier orbital gap is 8.259 eV.

ORCA input file:
```
! wB97M-V def2-TZVPD RIJCOSX def2/J DEFGRID3
* xyz 0 1
C -0.665 -1.201 0.500
S 0.206 0.238 1.300
O 1.674 -0.123 1.489
C 0.053 1.448 -0.131
H -0.320 -1.521 -0.484
H -1.721 -0.938 0.441
H -0.399 -2.131 1.003
H -0.834 1.261 -0.735
H 0.935 1.309 -0.756
H 0.097 2.499 0.153
C 0.681 6.541 3.998
S 0.159 6.759 2.184
O 0.999 7.653 1.300
C 0.307 5.075 1.512
H 0.552 7.488 4.522
H 1.718 6.210 4.035
H 0.081 5.781 4.500
H -0.376 4.391 2.015
H 1.266 4.561 1.588
H 0.099 5.080 0.442
C -3.487 0.080 -3.207
S -1.946 -0.108 -4.261
O -0.789 0.606 -3.548
C -1.666 -1.976 -4.126
H -3.932 1.075 -3.174
H -3.298 -0.173 -2.164
H -4.234 -0.581 -3.646
H -2.277 -2.595 -4.784
H -1.824 -2.217 -3.075
H -0.658 -2.276 -4.411
C 5.944 -0.487 0.967
S 6.471 1.068 1.765
O 6.268 2.247 0.766
C 4.963 1.129 2.874
H 5.634 -1.296 1.628
H 6.781 -0.933 0.428
H 5.128 -0.291 0.272
H 4.965 0.283 3.561
H 4.155 0.992 2.155
H 4.677 2.008 3.452
C 3.646 2.609 0.105
S 3.247 3.402 -1.448
O 2.175 4.444 -1.056
C 4.896 4.230 -1.571
H 2.695 2.302 0.542
H 4.127 3.274 0.822
H 4.286 1.740 -0.049
H 5.004 5.145 -0.990
H 5.062 4.536 -2.604
H 5.768 3.590 -1.438
C -6.559 1.458 -0.032
S -6.069 0.525 1.516
O -6.086 -0.952 1.110
C -4.364 1.024 1.444
H -6.120 0.857 -0.828
H -6.308 2.518 -0.004
H -7.623 1.342 -0.237
H -3.791 0.597 2.267
H -4.296 2.090 1.666
H -3.955 0.643 0.509
C -0.503 -5.815 4.273
S -0.140 -6.915 2.828
O -1.444 -7.667 2.503
C -0.146 -5.555 1.579
H -0.645 -6.503 5.107
H -1.376 -5.210 4.027
H 0.275 -5.108 4.561
H -1.074 -4.985 1.531
H -0.096 -6.098 0.635
H 0.671 -4.868 1.802
C -2.523 -5.580 -2.259
S -2.515 -4.453 -0.820
O -1.324 -3.539 -0.959
C -4.011 -3.442 -1.290
H -3.480 -6.098 -2.324
H -1.770 -6.336 -2.037
H -2.292 -5.050 -3.183
H -3.871 -3.221 -2.348
H -4.111 -2.495 -0.760
H -4.873 -4.053 -1.020
C 2.758 -0.240 -3.534
C 4.076 -0.191 -2.977
N 5.118 -0.173 -2.454
H 2.037 -0.240 -2.717
H 2.618 -1.139 -4.134
H 2.576 0.652 -4.134
C 2.144 -1.781 3.833
C 1.827 -2.329 5.156
N 1.555 -2.647 6.262
H 1.378 -1.085 3.490
H 2.147 -2.578 3.090
H 3.169 -1.414 3.882
N -5.068 5.493 -0.599
C -4.779 5.419 -1.970
C -3.585 4.708 -2.097
C -3.213 4.344 -0.824
C -4.169 4.765 0.097
H -5.802 6.070 -0.216
H -5.399 5.927 -2.694
H -3.037 4.444 -2.990
H -2.350 3.734 -0.600
H -4.295 4.665 1.165
N 1.383 -3.590 -1.226
C 1.691 -3.959 -2.500
C 2.998 -3.653 -2.700
C 3.563 -3.370 -1.477
C 2.560 -3.252 -0.578
H 0.499 -3.668 -0.744
H 0.957 -4.381 -3.170
H 3.567 -3.631 -3.617
H 4.615 -3.130 -1.435
H 2.580 -3.087 0.489
*
```

Mulliken population analysis, charges in e, atoms 1 to 2:
1. C -0.061
2. S 0.078

---

The following max |F| values (in eV Å⁻¹) correspond, in order, to the records above: 2.99, 3.83.
The following lowest unoccupied orbital energy values (in eV) correspond, in order, to the records above: -6.4, 0.0.